A structure of composition C18H18FN3S at a distorted geometry, computed with ωB97M-V with the def2-TZVPD basis set.

Geometry (Å):
C -1.710 -4.176 1.107
N -1.523 -2.856 0.488
C -0.450 -2.164 -0.110
C -0.921 -1.000 -0.446
C -2.301 -1.062 -0.150
N -2.776 -2.122 0.587
C -3.368 0.092 0.033
C -3.053 1.520 0.227
C -3.993 2.556 0.116
C -5.107 2.240 -0.429
C -5.491 1.214 -0.871
C -4.615 0.092 -0.847
H -4.707 -1.180 -1.217
H -6.357 0.906 -1.333
H -5.872 3.069 -0.662
H -3.766 3.473 0.732
F -1.840 1.594 1.060
C -0.222 0.036 -1.054
N 1.276 0.428 -0.742
C 1.272 0.554 0.870
H 0.383 1.046 1.023
C 2.454 1.409 1.196
C 3.690 0.794 0.358
C 3.468 -0.129 -0.565
C 4.760 -0.468 -1.513
C 5.917 -0.093 -0.638
S 5.382 0.767 0.643
H 6.912 -0.121 -0.849
H 4.757 -1.362 -1.985
C 2.202 -0.622 -1.139
H 2.138 -0.429 -2.354
H 1.969 -1.662 -1.039
H 2.803 1.384 2.134
H 2.412 2.214 0.671
H 1.322 -0.523 1.293
H -0.093 0.043 -2.164
H -0.694 1.046 -1.222
H 0.312 -2.767 0.064
H -2.790 -4.272 1.416
H -1.164 -4.183 1.934
H -1.476 -4.992 0.405

- energy (hartree) = -1358.5729
- 2S+1 = 1
- net charge = 0


A structure of composition C21H26F4N6ORbSe, computed with ωB97M-V with the def2-TZVPD basis set.

Geometry (Å):
Rb 0.973 -0.265 -0.853
C 0.481 -0.401 3.071
N -0.334 0.762 3.328
C 0.015 1.425 4.567
C -0.485 1.653 2.198
C 0.717 2.535 1.833
N 1.804 1.763 1.262
C 3.082 2.087 1.467
C 4.072 1.164 1.002
F 3.675 0.029 0.402
C 5.416 1.372 1.157
F 6.275 0.454 0.712
C 5.894 2.522 1.768
C 4.976 3.456 2.208
F 5.405 4.585 2.768
C 3.617 3.265 2.072
F 2.821 4.253 2.472
H 0.383 -1.103 3.902
H 1.555 -0.181 2.944
H 0.122 -0.907 2.172
H 1.057 1.784 4.599
H -0.119 0.735 5.401
H -0.643 2.279 4.728
H -1.313 2.337 2.407
H -0.790 1.068 1.326
H 1.007 3.132 2.693
H 0.369 3.234 1.060
H 6.955 2.691 1.887
N 1.996 -3.597 0.075
C 0.735 -3.704 0.667
C 0.496 -3.687 1.985
C -0.859 -3.750 2.520
C -1.951 -3.757 1.751
C -1.824 -3.638 0.285
C -0.393 -3.684 -0.295
H 2.765 -3.789 0.701
H 2.099 -4.113 -0.789
H 1.324 -3.666 2.683
H -0.967 -3.837 3.593
H -2.937 -3.900 2.169
H -2.613 -4.041 -0.340
H -0.251 -4.134 -1.273
C -3.926 0.765 -0.929
N -3.762 1.606 -2.103
C -4.713 1.823 -3.081
C -4.176 2.679 -3.972
N -2.904 2.981 -3.527
C -1.969 3.883 -4.177
C -2.651 2.319 -2.379
Se -1.107 2.414 -1.370
H -4.917 0.320 -0.967
H -3.826 1.368 -0.028
H -3.169 -0.018 -0.924
H -5.677 1.348 -3.054
H -4.580 3.100 -4.875
H -2.479 4.367 -5.005
H -1.107 3.330 -4.545
H -1.627 4.629 -3.464
O -1.540 -1.811 -1.322
N -1.187 -2.472 -0.291

- energy (hartree) = -4044.2121
- 2S+1 = 1
- net charge = +1


The molecule C7H15NO3S at a distorted geometry, computed with ωB97M-V with the def2-TZVPD basis set.

Geometry (Å):
C 2.090 2.633 -0.209
C 2.532 1.143 0.187
C 2.308 0.030 -0.841
N 1.931 -1.154 -0.823
S 1.339 -2.109 0.430
O 1.597 -3.439 0.090
O 1.768 -1.556 1.666
O -0.240 -1.870 0.296
C -0.929 -0.778 0.977
C -2.164 -0.318 0.339
C -1.747 0.538 -0.867
C -3.166 -1.440 -0.044
H 2.280 2.911 -1.252
H 1.026 2.749 -0.122
H 2.561 3.419 0.508
H 1.900 0.856 1.103
H 3.617 0.991 0.324
H 2.539 0.368 -1.930
H -1.109 -1.118 2.046
H -0.276 0.060 1.003
H -2.618 0.301 1.172
H -1.491 1.694 -0.594
H -2.645 0.736 -1.479
H -0.802 0.190 -1.491
H -2.659 -2.069 -0.718
H -3.990 -0.891 -0.611
H -3.654 -1.876 0.841

- energy (hartree) = -954.2916
- 2S+1 = 1
- net charge = 0
- structure (SMILES) = CC/C=N\S(=O)(=O)OCC(C)C


A cluster of 2 separate species, C8H10N2O2 in total at a distorted geometry, computed with ωB97M-V with the def2-TZVPD basis set.

Geometry (Å):
C 3.164 0.550 0.247
C 2.391 1.451 -0.479
C 2.599 -0.577 0.845
C 1.004 1.372 -0.515
C 1.214 -0.843 0.695
C 0.514 0.171 -0.023
C -1.922 -0.933 -1.425
C -1.753 -0.438 -0.031
N -2.034 -1.381 0.954
N -1.775 0.936 0.278
O -1.942 1.234 1.477
O -1.584 1.743 -0.672
H 4.196 0.826 0.331
H 2.810 2.375 -0.722
H 2.960 -1.451 1.294
H 0.461 2.053 -1.056
H 0.795 -1.633 1.324
H -1.609 0.014 -1.986
H -2.978 -0.973 -1.585
H -1.523 -1.914 -1.775
H -1.965 -0.868 1.862
H -3.023 -1.713 0.962

- energy (hartree) = -570.5943
- 2S+1 = 1
- net charge = 0


A structure of composition C23H23I2MnN6OS, computed with ωB97M-V with the def2-TZVPD basis set.

Geometry (Å):
Mn 0.243 -0.466 0.353
I -3.784 6.290 -0.571
C -2.790 4.458 -0.633
C -3.243 3.456 -1.477
C -2.586 2.235 -1.479
I -3.257 0.683 -2.713
C -1.467 1.977 -0.666
O -0.862 0.810 -0.663
C -1.027 3.019 0.171
C 0.196 2.827 1.030
N 0.155 1.585 1.827
C 1.149 1.559 2.891
C 2.138 0.421 2.781
C 3.218 0.348 3.655
C 4.086 -0.720 3.573
C 3.855 -1.706 2.619
C 2.772 -1.556 1.786
N 1.930 -0.507 1.856
C -1.692 4.239 0.181
H -4.090 3.624 -2.130
H 0.287 3.699 1.682
H 1.096 2.794 0.410
H -0.764 1.499 2.239
H 0.662 1.471 3.864
H 1.711 2.495 2.917
H 3.363 1.130 4.390
H 4.934 -0.791 4.242
H 4.502 -2.568 2.525
H 2.549 -2.300 1.028
H -1.344 5.031 0.835
N 2.025 -0.283 -1.200
C 1.731 -1.096 -2.367
C 2.451 -1.007 -3.521
C 2.120 -1.785 -4.652
C 1.062 -2.643 -4.605
C 0.300 -2.766 -3.420
C -0.813 -3.634 -3.317
C -1.505 -3.709 -2.147
C -1.081 -2.920 -1.062
N -0.054 -2.105 -1.119
C 0.641 -2.000 -2.289
H 2.968 -0.466 -0.877
H 1.993 0.696 -1.463
H 3.287 -0.318 -3.572
H 2.704 -1.686 -5.557
H 0.787 -3.236 -5.470
H -1.101 -4.229 -4.177
H -2.364 -4.357 -2.034
H -1.598 -2.971 -0.111
N -3.614 -0.665 3.134
C -2.790 -0.739 2.078
N -3.217 -0.215 0.938
S -1.269 -1.503 2.258
H -4.570 -0.367 3.042
H -3.346 -1.142 3.976
H -4.103 0.262 0.868
H -2.588 -0.152 0.142

- energy (hartree) = -3438.5806
- 2S+1 = 6
- net charge = +1


A cluster of 9 separate species, C27H42Cl32OSi in total at a distorted geometry, computed with ωB97M-V with the def2-TZVPD basis set.

Geometry (Å):
C -4.896 0.764 3.029
C -4.366 0.884 1.481
C -2.840 1.464 1.314
C -2.420 2.602 2.436
C -1.532 3.851 1.804
C 0.051 3.825 2.230
C 1.030 4.689 1.190
Si 1.327 3.563 -0.342
C -0.149 3.582 -1.631
C 2.995 3.843 -1.258
C 4.289 3.043 -0.562
C 4.152 1.418 -0.594
C 4.483 0.636 0.802
C 4.003 1.368 2.174
C 3.066 0.488 3.182
C 3.422 -1.107 3.282
C 2.118 -1.895 2.591
C 2.372 -3.498 2.363
C 2.153 -3.908 0.759
O 3.060 -3.197 -0.154
C 2.351 -2.255 -1.033
H -5.146 1.868 3.402
H -3.995 0.386 3.675
H -5.859 0.093 3.109
H -4.406 -0.194 1.018
H -5.115 1.543 0.826
H -2.079 0.556 1.394
H -2.762 1.873 0.195
H -1.890 2.039 3.315
H -3.399 3.113 2.886
H -1.981 4.861 2.253
H -1.739 3.851 0.653
H 0.191 4.231 3.342
H 0.414 2.707 2.251
H 0.409 5.650 0.903
H 2.037 4.929 1.747
H 1.359 2.167 0.164
H -0.794 4.558 -1.554
H 0.279 3.391 -2.728
H -0.838 2.634 -1.411
H 2.912 3.554 -2.411
H 3.240 4.991 -1.207
H 4.511 3.520 0.482
H 5.216 3.338 -1.255
H 4.950 1.026 -1.392
H 3.113 1.008 -0.982
H 4.102 -0.477 0.661
H 5.673 0.544 0.859
H 3.439 2.407 2.016
H 4.983 1.656 2.792
H 1.898 0.596 2.993
H 3.236 0.935 4.276
H 4.439 -1.367 2.752
H 3.510 -1.525 4.384
H 1.177 -1.646 3.279
H 1.923 -1.296 1.578
H 3.367 -3.916 2.814
H 1.484 -4.058 2.932
H 1.020 -3.868 0.471
H 2.462 -5.059 0.700
H 1.218 -2.492 -1.209
H 2.476 -1.134 -0.645
H 2.899 -2.263 -2.093
Cl 1.384 -7.979 -3.408
C 1.524 -6.525 -2.388
Cl 1.573 -5.076 -3.424
Cl 0.119 -6.428 -1.297
Cl 3.020 -6.617 -1.425
Cl -4.480 -6.703 2.504
C -3.423 -6.077 1.213
Cl -3.880 -4.397 0.835
Cl -1.728 -6.124 1.759
Cl -3.605 -7.085 -0.245
Cl -7.297 5.693 0.194
C -6.610 4.322 -0.713
Cl -7.367 2.806 -0.160
Cl -6.926 4.543 -2.452
Cl -4.852 4.245 -0.433
Cl 4.435 -8.326 -4.694
C 5.178 -9.241 -3.357
Cl 6.200 -10.540 -4.023
Cl 6.177 -8.145 -2.370
Cl 3.898 -9.953 -2.342
Cl 7.684 -1.875 2.432
C 7.824 -0.421 3.452
Cl 7.872 1.028 2.417
Cl 6.419 -0.324 4.544
Cl 9.319 -0.513 4.416
Cl -12.742 5.980 -3.171
C -11.077 5.450 -3.519
Cl -11.047 4.561 -5.063
Cl -10.012 6.874 -3.633
Cl -10.507 4.386 -2.209
Cl -2.782 6.662 -5.748
C -2.300 5.443 -4.542
Cl -0.887 6.035 -3.632
Cl -3.652 5.153 -3.417
Cl -1.879 3.922 -5.369
Cl -3.775 -7.383 -5.225
C -3.635 -5.929 -4.205
Cl -3.587 -4.479 -5.241
Cl -5.040 -5.831 -3.114
Cl -2.140 -6.021 -3.242

- energy (hartree) = -16144.4163
- 2S+1 = 1
- net charge = 0
- structure (SMILES) = CCCCCCC[Si@@H](C)CCCCCCCCCCOC.ClC(Cl)(Cl)Cl.ClC(Cl)(Cl)Cl.ClC(Cl)(Cl)Cl.ClC(Cl)(Cl)Cl.ClC(Cl)(Cl)Cl.ClC(Cl)(Cl)Cl.ClC(Cl)(Cl)Cl.ClC(Cl)(Cl)Cl


The ion C6H9N2 with charge +1 at a distorted geometry, computed with ωB97M-V with the def2-TZVPD basis set.

Geometry (Å):
C 4.217 0.668 0.111
C 3.214 -0.086 -0.048
C 2.139 -0.786 -0.128
N 0.874 -0.009 -0.031
C -0.299 -0.707 0.002
N -1.442 -0.288 0.138
C -2.601 -0.145 0.496
C -3.684 0.409 -0.347
H 4.610 1.242 -0.706
H 4.716 0.570 1.052
H 2.028 -1.820 -0.421
H 1.046 0.909 0.150
H 0.005 -1.720 -0.133
H -2.731 0.050 1.567
H -3.691 1.504 -0.325
H -3.800 0.151 -1.427
H -4.600 0.058 0.049

- energy (hartree) = -343.1653
- 2S+1 = 1
- net charge = +1
- structure (SMILES) = C=C=CNC=[N+]=CC


The molecule C2H4N2O4S at a distorted geometry, computed with ωB97M-V with the def2-TZVPD basis set.

Geometry (Å):
C 0.400 1.572 1.122
C 0.392 0.462 0.417
N 1.622 -0.140 -0.141
O 2.687 0.343 0.121
O 1.454 -1.067 -0.894
S -1.067 -0.609 0.245
N -1.190 -0.675 -1.412
O -0.772 -1.827 0.959
O -2.211 0.163 0.630
H -0.613 1.898 1.351
H 1.433 2.107 1.215
H -0.306 -0.875 -1.881
H -1.831 -1.352 -1.733

- energy (hartree) = -887.1122
- 2S+1 = 1
- net charge = 0
- structure (SMILES) = C=C([N+](=O)[O-])S(N)(=O)=O